Record 1
68
Properties=species:S:1:pos:R:3:mulliken_spin:R:1 method="wB97M-V/def2-TZVPD" total_charge=+2 spin_multiplicity=6 s2=8.777
Ir -2.119 1.981 -1.652 1.7584
H 0.763 0.599 2.044 0.0388
C -3.378 3.391 -4.029 -0.0108
C 5.254 0.517 -0.314 -0.0059
H 2.014 3.702 -4.923 -0.0011
C -3.452 -1.458 -0.484 -0.0143
H 1.110 6.357 -2.674 0.0066
H 0.778 2.189 1.253 -0.0095
H -2.412 6.064 -2.569 0.0088
H -0.916 3.506 1.390 -0.0083
H 6.275 -0.041 -2.093 0.0040
H 2.573 2.819 0.392 0.0094
C -1.780 1.807 0.390 0.2434
C 4.702 2.932 0.003 0.0262
C -0.582 3.896 -3.773 0.0873
H 2.995 4.143 -0.632 0.0087
H -3.793 -1.922 0.464 0.0229
C 3.338 1.624 -2.695 0.1868
Br -1.068 0.588 -3.317 0.3680
H 4.874 3.635 0.820 -0.0001
H 1.886 5.403 -4.402 0.0010
C 1.021 5.587 -1.889 0.0238
H 0.664 -1.511 0.159 0.0020
C -1.894 3.069 1.158 0.0151
H -3.648 5.098 -1.681 0.0126
H -2.974 -2.255 -1.068 0.0061
H 1.466 0.765 0.431 0.0224
H 2.707 1.688 -3.581 0.0184
H 4.590 0.257 -3.710 0.0149
H -4.330 -1.090 -1.028 0.0048
C -2.531 -0.337 -0.229 0.2469
H -0.643 -2.261 1.072 0.0183
H 3.137 4.338 -3.711 -0.0052
H -4.432 1.777 1.281 0.0094
H 5.330 3.202 -0.854 -0.0007
C 2.862 2.260 -1.585 0.2456
C 2.103 4.376 -4.065 0.0168
H 5.394 -0.503 0.068 0.0012
C 4.264 0.451 -2.678 0.0284
H 1.934 5.632 -1.294 -0.0026
H -3.127 2.479 -4.573 -0.0122
H 5.909 1.682 -2.006 -0.0033
H -2.456 3.778 0.550 0.0201
C -2.969 1.043 -0.067 0.3258
H -4.592 2.334 -0.430 0.0024
H 3.693 -0.416 -2.340 0.0215
H -3.403 4.265 -4.679 0.0138
H -0.455 2.943 -4.330 0.0113
H -0.615 4.742 -4.468 0.0099
H -5.051 0.670 0.043 0.0007
C -1.164 -0.416 0.094 0.1530
H 0.159 5.797 -1.246 -0.0018
C -0.682 0.848 0.485 0.2759
H -0.660 -2.330 -0.691 0.0060
H -4.321 3.264 -3.489 0.0115
H -2.434 2.918 2.108 0.0095
P 0.892 3.916 -2.703 0.1923
C -0.406 -1.692 0.163 0.0019
H 1.739 2.126 -1.525 0.1300
H -2.013 5.323 -0.972 -0.0075
C -2.577 5.202 -1.910 0.0004
C 0.644 1.116 1.079 -0.0083
C 5.505 0.683 -1.786 0.0160
C 4.944 1.530 0.499 0.0061
P -2.124 3.699 -2.789 0.3058
H 4.819 1.379 1.573 -0.0001
C 3.246 3.094 -0.440 0.0373
C -4.348 1.488 0.224 0.0833

Record 2
12
Properties=species:S:1:pos:R:3:lowdin_charge:R:1 method="wB97M-V/def2-TZVPD" smiles="C#CCC(C)=O"
H 0.737 -0.587 -1.651 0.1316
H 2.946 0.732 1.737 0.0283
H -0.933 1.001 1.121 0.0871
H -0.890 1.627 -0.520 0.0940
O -1.772 -1.364 -0.650 0.0806
C -1.338 0.858 0.116 -0.0134
C 0.497 -0.846 -0.616 -0.1411
C -0.966 -0.504 -0.387 -0.4578
H -2.422 0.960 0.137 0.0851
H 0.426 -1.939 -0.641 0.1269
C 1.467 -0.226 0.296 -0.1353
C 2.249 0.289 1.057 0.1139

Record 3
48
Properties=species:S:1:pos:R:3:lowdin_charge:R:1 method="wB97M-V/def2-TZVPD" smiles="CCc1cc(=O)oc2cc(OC(=O)CN3C(=O)NC4(CCCC4)C3=O)ccc12"
O 0.046 -2.665 1.632 0.1498
H 1.735 -2.242 -0.146 0.1393
H -4.341 -0.162 -2.281 0.1659
H 0.043 1.614 0.618 0.1150
C -0.774 -1.994 1.078 -0.4230
C -4.433 3.074 -0.546 -0.1744
H -2.542 2.175 0.065 0.1093
C -2.267 -2.309 1.068 0.0063
C 5.378 -0.976 -0.729 -0.4402
C -5.749 2.324 -0.729 -0.1817
H 2.247 2.650 0.303 0.1123
H -6.206 0.237 -0.202 0.1242
H 4.084 2.877 1.915 0.0708
O 4.097 -1.425 -0.526 0.1374
C 4.600 1.320 -0.284 -0.1645
C -4.061 0.650 -0.292 -0.3390
H -2.609 -2.372 2.105 0.1512
C -5.511 1.036 0.052 -0.0969
H 4.107 3.382 -0.560 0.1099
C 4.891 2.779 -0.100 -0.1961
C 2.144 1.582 0.205 -0.0047
H 5.210 4.179 1.515 0.0740
H -5.918 2.101 -1.783 0.1118
C -3.356 1.985 -0.633 -0.0840
O -3.176 0.302 1.966 0.1291
C 3.086 -0.590 -0.222 -0.1632
H 5.834 3.019 -0.592 0.1143
C 1.831 -1.174 -0.046 0.1037
H -2.937 1.918 -1.636 0.1212
N -3.039 -1.327 0.359 0.0608
C 3.265 0.799 -0.094 -0.0973
H -2.410 -3.276 0.576 0.1485
C 5.590 0.452 -0.587 0.0709
N -3.975 -0.317 -1.358 0.1696
H -6.604 2.883 -0.354 0.1107
C -3.376 -1.472 -0.999 -0.4851
O -0.533 -0.860 0.402 0.0895
H 6.606 0.781 -0.740 0.1297
C 5.004 3.119 1.389 -0.0793
O -3.166 -2.452 -1.661 0.1103
C 0.753 -0.369 0.258 -0.2000
H 5.814 2.553 1.840 0.0812
C -3.376 -0.098 0.848 -0.3721
H -4.413 3.536 0.441 0.1159
C 0.906 1.014 0.380 0.0148
H -4.286 3.852 -1.293 0.1085
O 6.227 -1.783 -1.008 0.1192
H -5.573 1.232 1.124 0.1263

Record 4
2 unconnected molecules or ions with the total composition C12H12O3. Source: OMol25; level of theory: ωB97M-V/def2-TZVPD.

Structure (XYZ):
```
27
Properties=species:S:1:pos:R:3:lowdin_charge:R:1
C -0.910 -3.582 1.576 -0.0980
C 2.006 0.936 -2.121 0.0175
C 1.321 2.026 -1.268 -0.3077
C 0.412 -1.172 1.124 -0.0489
O -0.465 2.301 0.471 -0.0511
C -1.820 2.608 0.057 -0.0329
H 1.265 -1.258 3.045 0.1310
C 0.284 1.759 -0.484 -0.0697
H -1.854 3.474 -0.521 0.0687
H 0.717 -0.230 0.913 0.0611
O 1.975 3.195 -1.043 0.0427
H -1.961 -3.100 -0.383 0.1331
O -1.260 0.905 -2.436 0.0659
C -0.505 -1.657 0.198 -0.2520
C -0.910 0.282 -1.490 -0.3537
H 0.129 -3.581 3.501 0.1258
H 2.847 1.326 -2.542 0.0449
C -1.023 -0.835 -0.787 0.1388
H 1.300 0.752 -2.905 0.0771
H -2.200 2.951 1.146 0.1447
C 0.005 -3.053 2.489 -0.0973
C 0.631 -1.833 2.304 -0.0848
H 2.944 3.236 -0.959 0.1260
C -1.179 -2.919 0.413 -0.0265
H -1.530 -4.398 1.705 0.0792
H 2.269 0.031 -1.656 0.0733
H -2.488 1.836 -0.344 0.0926
```

Taking the records one at a time from the top gives energy relative to the best compared isomer or geometry (same formula, charge and spin) values of 0.00, 37.42, 0.00, 207.32 kcal/mol.